Record 1
The following is a quantum chemistry calculation of C8H16CoF8N2O10S4 as an isolated structure at a distorted geometry, from the Open Molecules 2025 dataset.

Geometry as XYZ:
```
49
Properties=species:S:1:pos:R:3:forces:R:3
Co -0.30092 -0.19862 0.42148 0.49 -1.52 -1.03
N -1.98862 0.32003 1.18824 -2.06 -1.34 3.69
S -3.27147 1.18868 1.01105 -4.03 7.64 -5.58
O -3.37162 2.48655 1.70108 0.43 -3.49 0.09
O -4.49226 0.49664 0.63372 1.62 0.09 1.70
F -2.84912 1.74480 -0.42628 0.48 -0.41 0.01
S -2.65854 -0.45756 2.57059 2.15 -3.04 3.61
O -3.67213 -1.45256 2.35470 0.04 2.03 0.12
O -2.54255 0.35886 3.79657 -0.54 -1.79 -3.34
F -1.43867 -1.50206 2.61933 1.01 0.50 0.33
C 3.51433 0.71760 -1.78889 -0.80 0.99 -1.49
F 3.84562 1.38082 -2.97457 -0.28 -1.06 3.07
F 4.29435 -0.38455 -1.70339 -1.25 1.77 0.37
F 3.55940 1.50030 -0.65218 0.55 -1.63 -2.48
S 1.57234 0.19964 -2.10776 0.28 -4.32 1.81
O 1.13946 0.50168 -3.43053 0.31 0.84 0.45
O 1.50674 -1.26314 -1.78583 0.36 3.28 0.40
N 0.65566 1.04718 -0.78023 3.63 -3.35 -1.95
S 0.49039 2.44130 -1.42768 -1.71 6.58 -0.98
O 1.60589 3.09174 -2.19100 -2.08 -2.51 2.24
O -0.83166 2.47186 -2.01092 1.05 0.50 0.13
C 0.40344 3.54320 0.21322 0.34 -0.66 -0.62
F 0.11679 4.77995 -0.14541 -0.11 -0.29 0.16
F -0.54997 3.09540 1.09454 1.51 0.37 -0.98
F 1.64396 3.55211 0.79412 -1.43 -0.31 -0.16
C 3.32986 -0.31437 2.11176 -1.13 0.61 1.92
C 1.86211 -0.60536 2.60939 1.33 1.48 0.01
C 1.08050 0.63807 2.95786 -0.21 -0.62 0.29
O 1.18601 -1.23477 1.52737 -0.53 -0.50 0.03
H 3.94240 -0.50291 2.99344 0.53 -0.46 -0.37
H 3.42840 0.76616 2.00767 0.01 -0.05 -0.72
H 3.61703 -0.86851 1.21813 0.09 0.04 0.21
H 1.85489 -1.24492 3.49202 0.08 -0.40 -0.21
H 0.18380 0.34034 3.50134 -0.09 0.20 0.01
H 0.77824 1.11504 2.02552 0.18 0.62 0.05
H 1.65365 1.30814 3.59865 -0.05 0.14 -0.28
H 1.76424 -1.99364 1.42077 -0.56 -0.56 -1.12
C -2.61971 -1.19776 -2.41118 -0.95 0.31 -0.13
C -1.90965 -2.40214 -1.78354 -0.44 0.43 -1.79
C -0.98417 -3.12256 -2.78690 -0.07 0.72 -0.39
O -1.15654 -1.97553 -0.64611 0.51 0.20 0.95
H -3.27976 -1.49874 -3.22472 0.50 -0.44 -0.43
H -2.01429 -0.36495 -2.76896 0.67 -0.41 -0.13
H -3.37926 -0.67032 -1.83413 0.23 -0.37 1.07
H -2.63519 -3.13936 -1.43973 -0.25 0.19 0.20
H -0.35541 -2.40899 -3.31942 0.13 0.15 0.26
H -1.55406 -3.60180 -3.58293 -0.28 -0.18 0.25
H -0.32226 -3.86144 -2.33518 -0.14 -0.06 0.21
H -0.85169 -2.81955 -0.30509 0.47 0.10 0.56
```
Positions in Å, forces in eV/Å.

The HOMO energy (spin up / spin down) comes out at -10.93 / -10.83 eV. As for the spin multiplicity: 4. The value obtained for the energy above the lowest of the compared OMol25 structures with the same formula, charge and spin is 433.5 kJ/mol. The HOMO-LUMO gap (spin up / spin down) is 9.889 / 8.953 eV.

***

Record 2
The following is a quantum chemistry calculation of C8H16F5N3NiOSTe2 as an isolated structure, from the Open Molecules 2025 dataset.

Geometry as XYZ:
```
37
Properties=species:S:1:pos:R:3:forces:R:3
Ni -0.11719 0.41412 0.00490 -0.32 -0.36 0.11
N 1.48345 0.69655 -1.26684 0.13 0.05 0.03
C 2.65109 0.93955 -0.40773 -0.05 0.02 -0.01
C 2.67584 0.00126 0.83085 -0.02 0.07 0.05
N 1.34255 -0.54208 1.15866 0.07 -0.03 -0.21
C 0.87003 -0.48300 2.54965 -0.02 0.08 -0.02
C -0.56464 -1.00692 2.57175 0.01 0.00 0.01
N -1.36323 -0.28676 1.56872 0.03 0.17 0.07
H 1.61413 -0.07972 -1.90573 0.02 0.01 -0.01
H 1.20608 1.51082 -1.82101 -0.01 0.02 0.03
H 2.57171 1.97066 -0.06606 0.02 0.01 -0.01
H 3.59502 0.85544 -0.94931 0.01 -0.03 0.01
H 3.03846 0.57019 1.68754 0.02 -0.02 0.01
H 3.37784 -0.81972 0.67720 -0.01 0.00 -0.03
H 1.28604 -1.50569 0.84424 0.09 -0.02 0.06
H 0.88585 0.56443 2.86116 0.03 -0.01 0.01
H 1.50554 -1.05252 3.23363 -0.02 -0.04 0.00
H -0.97467 -0.91825 3.57933 0.01 0.01 0.00
H -0.56637 -2.06916 2.31515 0.01 0.00 0.00
H -1.75986 0.57641 1.93964 -0.04 -0.04 0.03
H -2.13021 -0.83179 1.19380 0.01 0.00 -0.01
F -1.73274 2.52722 1.99632 0.02 0.10 0.09
Te -1.97152 2.45037 -1.19701 0.18 -0.35 0.35
F -2.40598 4.34889 -1.28548 -0.08 0.06 -0.16
F -3.75173 2.08655 -0.59987 -0.06 0.02 -0.04
F -0.20299 2.85517 -2.09857 0.03 -0.02 0.00
F -2.66155 2.44635 -2.91855 0.08 -0.22 -0.08
O -1.53511 0.57882 -1.24787 -0.05 0.62 -0.05
Te -0.07880 3.07487 1.09098 -0.11 0.28 -0.26
C 0.50597 3.71367 3.03300 0.05 -0.35 -0.01
C 1.66057 4.40516 3.27446 0.01 0.00 0.03
C 1.77352 4.83224 4.62630 -0.02 0.01 0.00
C 0.69722 4.46336 5.37348 0.07 -0.07 0.04
S -0.44072 3.58003 4.45157 -0.05 0.01 0.00
H 2.40151 4.62745 2.51674 -0.03 0.02 -0.02
H 2.60594 5.40059 5.01473 0.00 0.01 0.00
H 0.51518 4.67046 6.41591 -0.01 -0.01 0.00
```
Positions in Å, forces in eV/Å.

The HOMO energy (spin up / spin down) comes out at -7.89 / -7.95 eV. As for the spin multiplicity: 3. The value obtained for the energy above the lowest of the compared OMol25 structures with the same formula, charge and spin is 68.2 kJ/mol. The HOMO-LUMO gap (spin up / spin down) is 6.943 / 6.960 eV.

***

Record 3
The following is a quantum chemistry calculation of C8H16F6NO10RbS4 as an isolated structure at a distorted geometry, from the Open Molecules 2025 dataset.

Geometry as XYZ:
```
46
Properties=species:S:1:pos:R:3:forces:R:3
Rb -11.65589 17.05721 15.25666 0.07 -0.69 0.51
C -13.67447 20.62037 14.97417 -0.41 0.45 0.12
F -13.95415 19.38612 15.46212 0.59 0.78 -0.04
F -14.14267 20.67607 13.73802 0.38 0.05 0.26
F -14.28333 21.56207 15.72545 1.08 -1.28 -0.77
S -11.75429 21.00161 14.99368 -3.94 4.93 4.00
O -11.67374 22.33690 14.33863 0.51 -3.99 0.40
O -11.47306 21.06116 16.44841 0.34 -1.53 -3.21
N -11.23705 19.59054 14.17668 -0.90 1.86 0.90
S -10.05136 20.14649 13.36197 4.61 -0.61 -4.39
O -10.50664 20.87009 12.11014 0.70 -1.73 2.95
O -8.99692 20.76220 14.14838 -1.45 -0.08 -0.70
C -9.20348 18.41757 12.78689 0.16 0.72 -2.68
F -8.22221 18.71901 11.86071 -1.40 -0.26 2.39
F -8.74138 17.69802 13.81077 -0.62 1.08 -1.04
F -10.13332 17.72885 12.07108 0.54 0.39 1.41
O -7.28251 15.33480 14.23099 -1.83 -1.04 1.48
S -7.89843 15.07634 15.52968 1.71 1.37 0.91
O -9.23765 15.62459 15.90124 2.06 -1.56 -1.15
O -7.71929 13.48651 15.91691 0.09 3.29 -1.49
C -8.42283 13.00429 17.04527 -0.85 -2.05 0.21
C -9.37432 11.99013 16.38782 -0.86 -0.74 0.96
C -6.68259 15.70302 16.73423 -0.48 0.11 -0.46
H -8.90374 13.71619 17.71611 -0.36 0.59 -0.77
H -7.68457 12.57903 17.72514 0.16 -0.52 -0.35
H -10.09169 12.45811 15.71367 0.17 0.37 0.04
H -9.97860 11.41535 17.08966 -0.08 0.33 0.48
H -8.92285 11.17497 15.82232 0.76 0.47 -0.08
H -6.41049 16.75474 16.64514 -0.83 0.22 -0.30
H -5.74037 15.22063 16.47416 -0.28 -0.63 0.45
H -7.12882 15.53003 17.71354 0.53 -0.21 0.11
O -10.20406 18.13901 17.53252 0.66 -0.89 -0.34
S -9.18098 18.26376 18.54678 0.30 3.28 2.43
O -8.79730 17.19015 19.45867 -0.39 1.55 -2.19
O -7.82267 19.01716 17.95426 -1.02 -2.89 1.49
C -7.91808 19.73173 16.76377 1.17 0.48 -1.70
C -6.46626 20.03686 16.33248 -0.41 0.68 0.52
C -9.70585 19.79426 19.51031 0.24 -1.78 0.20
H -8.47475 20.65579 16.91972 -0.13 0.01 -0.08
H -8.36648 19.12617 15.97616 -0.35 0.05 0.17
H -6.46873 20.94608 15.73131 0.05 -0.19 -0.30
H -5.94669 19.22882 15.81747 -0.29 -0.04 -0.04
H -5.88654 20.29292 17.21930 0.01 -0.07 0.07
H -10.03470 20.60555 18.86087 0.12 -0.37 -0.24
H -8.85865 20.08455 20.13167 -0.05 -0.07 -0.12
H -10.51776 19.44698 20.14929 -0.06 0.17 -0.03
```
Positions in Å, forces in eV/Å.

Its charge is +1. The HOMO energy (spin up / spin down) comes out at -13.91 / -13.91 eV. As for the spin multiplicity: 2. The HOMO-LUMO gap (spin up / spin down) is 10.758 / 4.938 eV.

***

Record 4
The following is a quantum chemistry calculation of C8H16FN2O3Pt as an isolated structure at a distorted geometry, from the Open Molecules 2025 dataset.

Geometry as XYZ:
```
31
Properties=species:S:1:pos:R:3:forces:R:3
Pt -2.32435 -1.17727 -0.66616 0.42 -0.47 0.15
C -1.10955 3.46043 -2.25868 0.11 -0.11 -0.06
N -0.06066 2.47867 -2.16889 0.17 -0.09 0.03
C 1.18998 2.70389 -2.87335 -0.07 -0.16 0.06
C -0.27866 1.24966 -1.42333 0.25 0.28 -0.27
O -1.28065 1.14401 -0.77543 -0.52 0.16 0.03
C 0.73573 0.12284 -1.52484 0.09 -0.04 -0.07
O 0.23927 -1.01641 -0.84311 -0.12 0.18 0.14
C 0.83059 -1.39261 0.40189 -0.06 -0.07 -0.17
C -0.27677 -1.70574 1.39035 0.45 -0.32 0.90
O -1.50530 -1.68678 0.97187 -0.92 0.44 -0.58
N -0.05755 -2.02826 2.63270 0.02 0.13 -0.56
C -1.14347 -2.31038 3.59766 0.20 -0.21 0.15
C 1.31451 -2.13865 3.16314 -0.06 0.13 0.27
H -1.47686 3.46281 -3.30325 0.03 -0.03 0.00
H -1.92580 3.25156 -1.58150 -0.05 -0.05 0.10
H -0.67446 4.45469 -2.11142 0.04 0.03 0.05
H 1.19068 3.69116 -3.31966 -0.03 0.09 -0.02
H 2.03645 2.59698 -2.18501 -0.04 0.03 0.03
H 1.30995 1.94760 -3.66207 -0.04 0.00 -0.01
H 0.86862 -0.15054 -2.57241 0.06 -0.05 -0.10
H 1.70568 0.44320 -1.13980 0.06 0.01 0.04
H 1.40995 -2.30222 0.24379 0.13 -0.09 -0.05
H 1.48644 -0.62181 0.80528 -0.01 0.12 -0.01
H -2.11297 -2.04251 3.20623 -0.07 0.08 -0.10
H -1.11535 -3.37533 3.83817 0.02 -0.01 -0.07
H -0.92429 -1.75724 4.50984 0.01 0.08 -0.02
H 2.05692 -2.20450 2.37612 -0.01 -0.04 -0.03
H 1.51152 -1.27399 3.80280 -0.02 0.00 -0.06
H 1.36010 -3.02928 3.78678 -0.01 -0.08 -0.03
F -2.97969 -0.79397 -2.31769 -0.05 0.07 0.28
```
Positions in Å, forces in eV/Å.

Its charge is +3. The HOMO energy (spin up / spin down) comes out at -21.82 / -21.48 eV. As for the spin multiplicity: 5. The value obtained for the energy above the lowest of the compared OMol25 structures with the same formula, charge and spin is 0.0 kJ/mol. The HOMO-LUMO gap (spin up / spin down) is 11.424 / 6.101 eV.

***

Record 5
The following is a quantum chemistry calculation of C8H16MgO8Se as an isolated structure, from the Open Molecules 2025 dataset.

Geometry as XYZ:
```
34
Properties=species:S:1:pos:R:3:forces:R:3
Mg 0.67082 -0.45498 0.27398 0.44 -0.07 -0.42
C -0.61033 1.03831 2.42625 -0.01 -0.01 0.03
C 0.09085 1.94688 1.43750 -0.12 0.03 -0.12
O -0.28340 1.41721 0.16074 -0.15 -0.15 -0.01
C 0.37876 1.95499 -1.02018 -0.28 0.09 0.08
C -0.05553 1.02994 -2.13552 -0.05 0.06 -0.02
O 0.32247 -0.30195 -1.75407 -0.07 0.15 0.27
C -0.42283 -1.40175 -2.23349 0.01 -0.05 -0.09
C -1.49999 -1.75449 -1.22521 -0.07 -0.05 0.04
O -0.88680 -1.83602 0.08108 -0.10 0.14 0.00
C -1.82146 -1.72548 1.16590 0.02 0.01 -0.02
C -1.04247 -1.38874 2.42606 -0.09 0.02 -0.03
O -0.15238 -0.30519 2.17175 0.08 -0.01 0.01
H -1.69062 1.08656 2.26558 -0.01 0.00 0.02
H -0.37527 1.30910 3.45577 0.01 -0.01 0.00
H 1.17968 1.91593 1.54294 0.00 0.00 0.04
H -0.27873 2.96823 1.55079 0.05 0.03 0.01
H 1.47203 1.95619 -0.87985 0.06 -0.01 -0.14
H 0.02386 2.96872 -1.21622 -0.07 0.00 0.02
H 0.44627 1.29268 -3.06700 0.03 0.00 0.01
H -1.14316 1.07377 -2.26198 0.01 -0.01 -0.05
H 0.29168 -2.21579 -2.36109 0.01 -0.01 0.01
H -0.88239 -1.18637 -3.20004 0.02 -0.01 -0.01
H -1.97107 -2.70916 -1.46622 -0.01 0.00 0.00
H -2.26439 -0.97234 -1.19245 0.00 0.00 0.01
H -2.36233 -2.66595 1.28920 -0.02 0.00 0.00
H -2.53557 -0.93025 0.93064 0.00 0.00 0.00
H -0.41880 -2.22655 2.73585 0.01 -0.01 -0.01
H -1.73372 -1.14912 3.23578 0.02 -0.01 0.02
O 3.21001 -0.78503 -1.86892 -0.03 0.09 0.17
Se 3.60302 0.26191 -0.68027 -0.06 -0.42 -0.22
O 3.26502 1.80393 -1.10404 0.23 0.10 -0.03
O 2.42726 -0.03835 0.53754 0.22 -0.02 0.42
O 5.04953 0.02317 -0.02079 -0.08 0.13 0.01
```
Positions in Å, forces in eV/Å.

The HOMO energy comes out at -7.76 eV. The value obtained for the energy above the lowest of the compared OMol25 structures with the same formula, charge and spin is 122.7 kJ/mol. The HOMO-LUMO gap is 7.372 eV.

***

Record 6
The following is a quantum chemistry calculation of an isolated ion of composition C8H16N and charge +1 at a distorted geometry, from the Open Molecules 2025 dataset.

Geometry as XYZ:
```
25
Properties=species:S:1:pos:R:3:forces:R:3
C -1.56412 -1.75589 -1.19718 0.71 -1.92 -2.65
C -0.63653 1.37288 0.09468 1.82 -0.74 1.18
C -0.93029 -0.62728 -1.41006 -1.19 2.00 2.53
C -0.35461 0.11213 -0.16091 -0.21 -1.62 -3.09
C -0.12396 2.26780 1.13951 0.10 -0.10 -0.72
C -1.03798 0.11891 -2.67283 3.80 1.74 2.11
C 2.08827 -0.14604 -0.01609 -0.61 1.61 0.25
C 0.78571 -1.03722 1.83511 -0.39 -0.22 0.73
N 0.75146 -0.74751 0.33245 0.96 0.89 2.68
H -1.81840 -2.36565 -2.07066 -0.66 0.63 -0.08
H -1.50245 -2.43868 -0.41751 0.04 -0.41 2.25
H -1.23834 1.86272 -0.55571 -2.28 0.83 -2.09
H 0.34801 1.57043 1.76742 1.30 0.20 1.58
H -0.96718 2.68465 1.64621 -0.43 0.51 0.49
H 0.48932 3.08283 0.70786 -0.11 -0.54 0.47
H -1.49544 -0.39036 -3.40101 -1.95 -1.71 -2.70
H 0.01125 0.28903 -2.95009 0.09 -0.22 -0.58
H -1.31585 1.14477 -2.57536 -1.04 0.53 0.22
H 1.99957 0.13606 -1.04989 0.28 0.00 -0.55
H 2.14945 0.87019 0.56012 0.42 -2.30 -0.78
H 2.85370 -0.92492 0.10072 -0.02 0.70 0.39
H -0.27804 -1.26592 2.15497 1.45 0.35 -0.19
H 1.45869 -1.91720 2.01567 -0.75 0.73 -0.31
H 1.25137 -0.16697 2.39325 -0.89 -1.01 -0.79
H 0.70192 -1.65790 -0.11621 -0.45 0.06 -0.33
```
Positions in Å, forces in eV/Å.

Its charge is +1. The SMILES is C=C(C)/C(=C/C)[NH+](C)C. The HOMO energy comes out at -13.30 eV. The value obtained for the energy above the lowest of the compared OMol25 structures with the same formula, charge and spin is 286.6 kJ/mol. The HOMO-LUMO gap is 10.439 eV.